1.
{
  "formula": "C25H38BrN2O2PdSi",
  "method": "ωB97M-V/def2-TZVPD",
  "fmax_ev_per_a": 0.7,
  "orbital_gap_ha": 0.25742,
  "charge": -1,
  "e_homo_ev": -4.405,
  "mol_weight_g_mol": 613.00,
  "symbols": ["Pd", "Br", "Si", "O", "O", "N", "N", "C", "C", "C", "C", "C", "C", "C", "C", "C", "C", "C", "C", "C", "C", "C", "C", "C", "C", "C", "C", "C", "C", "C", "C", "C", "H", "H", "H", "H", "H", "H", "H", "H", "H", "H", "H", "H", "H", "H", "H", "H", "H", "H", "H", "H", "H", "H", "H", "H", "H", "H", "H", "H", "H", "H", "H", "H", "H", "H", "H", "H", "H", "H"],
  "xyz": [[0.044, 2.380, -1.082], [-0.682, 2.501, 1.494], [3.127, 0.363, -0.540], [-1.032, 4.813, -1.509], [-1.113, 0.485, -0.761], [2.805, 1.852, -1.278], [1.237, 2.482, -2.852], [2.078, -1.005, -1.298], [-1.429, 0.156, 2.868], [3.126, 2.568, -4.841], [0.012, 4.282, -1.253], [1.300, 5.036, -1.037], [4.925, -0.202, -0.690], [-3.456, -2.920, -0.502], [3.509, 2.255, -3.568], [-2.417, -3.227, 4.375], [2.537, 2.169, -2.517], [-1.846, -1.826, -2.011], [-1.944, -1.915, 1.846], [-0.607, 2.985, -4.365], [-1.795, -1.176, 3.019], [-2.007, -1.754, 4.418], [0.858, 2.759, -4.113], [-1.748, -1.421, 0.559], [-1.219, 0.667, 1.608], [-1.046, -3.599, -0.480], [2.723, 0.473, 1.295], [1.776, 2.817, -5.141], [-3.112, -0.973, 5.144], [-1.339, -0.063, 0.385], [-0.706, -1.645, 5.226], [-2.008, -2.406, -0.600], [-1.165, -4.128, 0.468], [5.595, 0.524, -0.218], [-2.083, -2.621, -2.727], [1.448, 3.041, -6.147], [-1.292, 0.799, 3.729], [-3.268, -1.373, 6.151], [-0.012, -3.257, -0.551], [-0.956, 2.317, -5.155], [-1.650, -3.842, 3.900], [-1.227, -4.311, -1.291], [-1.186, 2.795, -3.464], [-0.836, -1.475, -2.202], [-4.159, -2.088, -0.594], [3.872, 2.616, -5.627], [2.914, 1.484, 1.664], [-3.353, -3.366, 3.830], [-3.656, -3.425, 0.445], [0.095, -2.204, 4.738], [4.541, 2.053, -3.316], [-4.053, -1.043, 4.593], [3.322, -0.231, 1.884], [-2.238, -2.953, 1.932], [1.021, -0.747, -1.216], [-2.519, -0.987, -2.181], [-3.656, -3.629, -1.310], [-2.561, -3.597, 5.393], [1.084, 6.094, -0.883], [1.917, 4.900, -1.926], [1.858, 4.611, -0.204], [-0.843, -2.044, 6.236], [2.239, -1.961, -0.788], [-2.857, 0.084, 5.236], [-0.795, 4.012, -4.685], [5.215, -0.296, -1.741], [2.312, -1.136, -2.360], [-0.379, -0.607, 5.314], [5.089, -1.173, -0.210], [1.669, 0.255, 1.482]],
  "atomic_forces_ev_per_a": [[-0.65, 0.23, -0.02], [-0.03, 0.00, -0.25], [-0.14, 0.32, -0.11], [-0.11, 0.00, -0.03], [0.29, -0.21, 0.25], [0.01, -0.34, 0.33], [-0.32, -0.14, -0.01], [0.09, -0.01, -0.01], [0.03, 0.03, -0.10], [-0.08, 0.03, -0.03], [0.42, -0.06, 0.14], [0.03, 0.06, 0.08], [0.10, 0.01, 0.03], [0.00, 0.01, 0.00], [-0.12, -0.01, -0.03], [0.00, 0.00, 0.01], [0.22, -0.04, -0.14], [0.00, 0.00, -0.01], [0.01, 0.09, 0.09], [0.03, 0.02, -0.03], [-0.04, -0.13, -0.06], [0.01, 0.00, -0.03], [0.15, -0.02, 0.10], [-0.03, 0.04, 0.03], [0.02, -0.24, -0.07], [0.01, 0.01, -0.01], [0.09, 0.02, 0.02], [0.07, -0.02, -0.01], [-0.02, 0.00, 0.00], [0.04, 0.29, -0.10], [0.01, -0.01, 0.00], [-0.03, 0.02, 0.02], [0.00, 0.01, -0.01], [-0.01, -0.02, -0.04], [-0.01, 0.02, -0.01], [0.02, 0.00, 0.01], [0.00, 0.01, -0.02], [0.00, 0.01, -0.01], [0.02, 0.00, 0.00], [0.00, 0.01, 0.00], [0.00, 0.01, 0.00], [0.00, 0.01, 0.01], [-0.02, -0.01, 0.03], [0.00, -0.01, 0.02], [0.01, -0.01, 0.00], [-0.02, 0.01, -0.02], [0.05, -0.03, 0.00], [0.01, 0.00, 0.01], [0.01, 0.00, -0.01], [-0.01, 0.01, 0.01], [-0.01, -0.01, 0.02], [0.01, 0.00, 0.01], [-0.04, 0.03, -0.02], [0.01, 0.00, 0.02], [-0.06, 0.03, 0.02], [0.02, -0.01, 0.01], [0.00, 0.01, 0.00], [0.00, 0.00, -0.01], [0.04, 0.00, 0.00], [0.01, 0.00, -0.03], [-0.02, -0.02, -0.01], [0.00, 0.00, -0.01], [0.01, 0.01, -0.03], [0.00, -0.01, 0.00], [0.00, 0.00, 0.02], [-0.01, 0.02, 0.03], [0.00, -0.02, 0.04], [-0.01, -0.01, 0.00], [-0.02, 0.02, -0.01], [-0.03, -0.01, -0.04]],
  "mulliken_charge": [0.562, -0.224, -0.016, -0.592, -1.322, 0.250, 0.678, -0.289, -0.042, -0.211, 0.681, -1.005, -1.147, -1.747, -0.858, -2.060, -0.401, -1.979, -0.211, -1.518, -0.439, 1.830, 0.378, -0.315, -0.455, -1.419, -0.680, -0.736, -1.708, 1.646, -1.690, 2.124, 0.270, 0.282, 0.527, 0.425, 0.383, 0.451, 0.128, 0.432, 0.374, 0.489, 0.218, 0.208, 0.383, 0.365, 0.276, 0.375, 0.266, 0.377, 0.481, 0.373, 0.344, 0.171, -0.469, 0.378, 0.456, 0.444, 0.424, 0.157, 0.194, 0.440, 0.453, 0.317, 0.274, 0.291, 0.370, 0.326, 0.302, -0.041]
}

2.
{
  "formula": "C23H28GaIN3OS3",
  "method": "ωB97M-V/def2-TZVPD",
  "fmax_ev_per_a": 4.4,
  "orbital_gap_ha": 0.26851,
  "charge": 1,
  "e_homo_ev": -10.445,
  "mol_weight_g_mol": 655.33,
  "symbols": ["I", "Ga", "S", "S", "S", "O", "N", "N", "N", "C", "C", "C", "C", "C", "C", "C", "C", "C", "C", "C", "C", "C", "C", "C", "C", "C", "C", "C", "C", "C", "C", "C", "H", "H", "H", "H", "H", "H", "H", "H", "H", "H", "H", "H", "H", "H", "H", "H", "H", "H", "H", "H", "H", "H", "H", "H", "H", "H", "H", "H"],
  "xyz": [[-1.091, -3.920, -3.875], [0.269, 0.351, -0.268], [2.139, -3.538, -0.105], [2.557, 0.574, -0.402], [-0.119, -0.956, 1.578], [1.351, -2.835, -1.150], [-2.108, 0.806, -0.086], [-0.001, -0.163, -2.132], [0.332, 2.380, 0.382], [2.640, 3.157, 3.358], [0.032, -1.252, -4.659], [3.625, 1.494, 1.946], [-4.052, 0.237, 1.387], [-2.855, 0.488, -1.341], [-1.000, 2.698, 1.052], [-0.492, -1.925, -3.582], [3.767, -3.638, -0.803], [0.587, 0.567, -3.124], [-4.578, -0.595, 2.362], [-2.459, -1.649, 2.678], [2.509, 1.525, 1.074], [-0.483, -1.415, -2.350], [0.642, 0.029, -4.413], [-3.796, -1.499, 2.965], [-1.884, -0.832, 1.735], [1.431, 2.332, 1.392], [-2.702, 0.126, 1.081], [3.648, 2.290, 3.061], [0.654, 3.337, -0.700], [1.516, 3.195, 2.516], [1.826, -5.301, 0.085], [-2.189, 2.218, 0.137], [4.456, 0.882, 1.643], [0.965, 4.314, -0.301], [1.508, 2.951, -1.238], [-3.827, 0.986, -1.383], [-2.379, 0.874, -2.167], [-1.846, -2.272, 3.285], [4.516, -3.867, -0.045], [1.018, 1.586, -2.909], [3.906, -2.610, -1.147], [0.685, 3.942, 2.598], [2.513, -5.571, 0.781], [-1.009, 2.150, 2.015], [-1.174, 3.754, 1.154], [-2.323, 2.776, -0.797], [-4.612, 1.023, 0.966], [3.839, -4.206, -1.705], [-5.604, -0.299, 2.688], [1.210, 0.526, -5.186], [-0.939, -1.995, -1.545], [-4.216, -1.952, 3.848], [0.775, -5.428, 0.440], [2.653, 3.927, 4.139], [0.049, -1.771, -5.654], [1.921, -5.742, -0.891], [4.599, 2.318, 3.665], [-3.102, 2.496, 0.699], [-3.043, -0.604, -1.419], [-0.249, 3.523, -1.331]],
  "atomic_forces_ev_per_a": [[-0.09, 0.32, 0.15], [0.09, -0.13, 1.57], [0.64, 0.65, 1.41], [-0.25, -0.29, -0.12], [-0.18, 0.43, -0.99], [-0.76, -0.44, -0.70], [-0.62, -0.46, -0.38], [0.07, -0.10, -0.51], [-0.95, 0.33, 1.49], [-2.33, 1.48, -0.41], [1.30, 1.31, -0.57], [-1.13, 0.01, -1.01], [1.52, -0.59, 0.30], [-1.63, -1.32, 1.95], [-0.28, -1.15, -1.57], [-0.10, -1.91, -2.28], [0.28, 1.15, 0.12], [-0.21, -0.56, -0.53], [-2.22, 2.71, -0.91], [-0.31, 0.47, 0.09], [1.05, -0.33, 0.59], [-0.27, 1.70, 1.71], [-0.64, -1.27, 0.19], [0.14, -1.10, 1.94], [0.19, 0.73, -0.45], [0.25, 0.94, 0.13], [0.93, -1.58, -0.87], [2.68, -0.16, 0.98], [-0.61, 0.75, 0.08], [-0.90, -0.09, -1.10], [-3.39, 1.62, -2.35], [0.35, 1.72, 1.43], [0.21, -0.14, 0.20], [-0.19, -0.27, 0.17], [0.02, -0.12, -0.39], [-0.21, -0.12, 0.49], [1.59, 0.55, -1.82], [0.33, -0.58, 0.22], [-0.05, -0.20, -0.13], [-0.54, -1.47, 0.04], [0.22, 0.07, 0.32], [0.99, -0.71, 0.44], [2.03, -1.23, 2.01], [-0.12, 0.43, -0.53], [0.43, 0.56, 0.47], [0.69, -0.08, 0.02], [-0.81, 0.61, -0.59], [-0.10, -0.94, -0.37], [0.86, -0.93, -0.11], [-0.28, 0.14, -0.07], [0.49, 0.57, 0.16], [0.05, -0.66, 0.01], [0.91, 0.08, -0.10], [0.36, -0.67, -0.10], [0.09, 0.92, 1.00], [0.23, -0.62, -0.24], [-1.21, -0.14, -0.55], [0.28, -0.21, -0.17], [0.32, 0.74, -0.02], [0.82, -0.42, 0.28]],
  "mulliken_charge": [0.097, 0.687, 0.511, -0.422, -0.454, -0.444, 1.073, 0.783, 0.668, -0.846, -0.210, -0.830, -0.629, -1.479, -1.124, -0.266, -1.026, 0.196, -0.701, -0.820, 0.782, -0.245, -0.973, -0.590, 0.942, -0.001, -0.639, -0.450, -1.104, -0.328, -1.120, -1.069, 0.476, 0.323, 0.423, 0.464, 0.474, 0.501, 0.408, 0.140, 0.252, 0.320, 0.461, 0.529, 0.473, 0.637, 0.453, 0.360, 0.326, 0.465, 0.492, 0.356, 0.316, 0.389, 0.334, 0.333, 0.308, 0.390, 0.323, 0.306]
}

3.
{
  "formula": "C3H10N2S",
  "method": "ωB97M-V/def2-TZVPD",
  "smiles": "[H]/N=C/N.CCS",
  "fmax_ev_per_a": 1.0,
  "orbital_gap_ha": 0.36341,
  "charge": 0,
  "e_homo_ev": -9.120,
  "mol_weight_g_mol": 106.19,
  "symbols": ["S", "N", "N", "C", "C", "C", "H", "H", "H", "H", "H", "H", "H", "H", "H", "H"],
  "xyz": [[1.137, -2.080, 1.972], [-2.512, 1.758, -1.826], [-1.984, 0.199, -0.157], [-1.833, 1.404, -0.815], [1.821, -1.468, 0.411], [1.908, 0.053, 0.305], [2.013, 0.529, 1.278], [1.241, -1.861, -0.415], [-0.997, 2.020, -0.464], [2.650, 0.383, -0.422], [-2.823, -0.282, -0.455], [-2.353, 2.746, -1.992], [0.957, 0.423, -0.084], [2.813, -1.902, 0.297], [-0.109, -2.255, 1.528], [-1.927, 0.333, 0.842]],
  "atomic_forces_ev_per_a": [[-0.03, -0.06, 0.00], [-0.64, -0.07, 0.57], [0.07, 0.19, -0.25], [0.29, 0.41, -0.41], [0.58, 0.25, -0.30], [-0.94, 0.10, -0.22], [0.47, -0.02, -0.03], [-0.16, -0.14, -0.03], [-0.23, -0.05, 0.51], [0.26, -0.06, 0.25], [-0.02, -0.01, 0.14], [0.44, -0.16, -0.57], [-0.10, 0.02, 0.05], [0.03, -0.09, 0.23], [-0.13, 0.02, 0.03], [0.11, -0.34, 0.04]],
  "mulliken_charge": [-0.215, -0.676, -0.468, 0.084, -0.506, -0.582, 0.331, 0.341, 0.282, 0.324, 0.282, 0.253, -0.076, 0.289, 0.101, 0.238]
}